Record 1
Here is the molecule C2H5BO3 from the OMol25 dataset. Energies are from the ωB97M-V functional and the def2-TZVPD basis.

Summary:
* HOMO level: -8.87 eV
* charge: 0
* Kohn-Sham gap: 9.19 eV

Geometry (Å):
O 2.31567 -0.03044 -1.18603
O 0.33595 -0.33008 -0.05762
O 1.92514 1.42223 0.63328
C -0.86561 0.31707 0.78236
C -1.91703 0.13455 0.00567
B 1.53213 0.39786 -0.10203
H -1.94025 -0.48993 -0.85241
H -2.82694 0.60746 0.27799
H 0.08431 -0.86054 -0.88514
H 1.37720 1.83073 1.42438
H 2.95927 0.48241 -1.64791

Force components x, y, z for each atom (eV/Å):
O -1.6 -0.8 0.9
O -0.3 -1.4 -0.7
O -1.2 1.9 3.1
C 0.0 0.8 0.2
C 0.2 0.1 0.6
B 1.3 -0.2 -2.4
H 0.0 -0.4 -1.0
H -0.7 0.1 0.4
H 0.7 1.0 1.3
H 1.2 -1.8 -2.7
H 0.5 0.8 0.2


Record 2
Here is a structure of composition C2H5Br2N2 from the OMol25 dataset. Energies are from the ωB97M-V functional and the def2-TZVPD basis.

Summary:
* HOMO level: -14.16 eV
* charge: +1
* Kohn-Sham gap: 9.74 eV

Geometry (Å):
Br 2.83056 1.39061 0.05539
Br 2.10882 -1.74289 0.04046
N 0.19003 0.44050 -0.17250
N -1.92406 -0.06998 0.67325
C -0.75513 -0.37294 0.20746
C 1.51382 0.09918 -0.70024
H -2.72094 -0.68527 0.57650
H 1.67267 0.05471 -1.85000
H -0.10933 1.41700 0.00287
H -2.07362 0.86463 1.03022
H -0.73282 -1.39555 0.13658

Force components x, y, z for each atom (eV/Å):
Br -1.0 -0.6 -0.7
Br -0.8 1.6 -0.9
N -0.7 0.8 0.4
N -0.6 2.1 0.7
C -0.3 -0.4 -0.7
C 2.0 -0.8 0.3
H 0.3 -0.2 0.4
H -0.8 0.2 2.2
H 1.2 -0.3 -0.6
H -0.6 0.1 -0.2
H 1.3 -2.5 -0.9


Record 3
Here is a structure of composition C2H5Br2N2 from the OMol25 dataset. Energies are from the ωB97M-V functional and the def2-TZVPD basis.

Summary:
* HOMO level: -13.97 eV
* charge: +1
* Kohn-Sham gap: 9.15 eV

Geometry (Å):
Br 0.25509 0.72963 -3.19292
Br 0.91553 -1.95634 -1.60111
N 0.13056 0.45253 -0.26892
N 0.02525 0.43303 2.00979
C -0.14612 -0.27710 -1.51708
C 0.19508 -0.14293 0.86761
H -1.70052 -1.06624 -1.69787
H -0.17325 1.49158 1.84397
H -0.14129 1.42657 -0.25038
H 0.43322 -1.18822 0.81431
H 0.20644 0.09748 2.99261

Force components x, y, z for each atom (eV/Å):
Br -0.5 -0.4 1.8
Br -0.3 0.9 0.3
N -1.2 0.7 -2.4
N -0.4 3.8 0.8
C -2.0 -2.6 -1.7
C 0.7 -2.4 1.3
H 3.6 2.5 0.7
H 0.4 -2.4 1.5
H 0.0 0.3 -0.5
H 0.0 -0.5 0.2
H -0.2 0.2 -1.9


Record 4
Here is a cluster of 2 separate species, C2H5Br2OP in total from the OMol25 dataset. Energies are from the ωB97M-V functional and the def2-TZVPD basis.

Summary:
* HOMO level (alpha / beta): -7.24 / -8.44 eV
* charge: 0
* Kohn-Sham gap (alpha / beta): 5.66 / 8.57 eV

Geometry (Å):
Br -1.10235 -2.62695 2.66906
Br 1.96007 -1.27771 2.21095
P 0.75009 -2.92834 1.47601
O -0.38218 0.62496 -1.50462
C -0.59076 1.77704 -0.71646
C 0.25861 -0.41584 -0.91921
H 0.64367 -0.44811 0.01051
H -0.83230 1.56113 0.30971
H -1.45565 2.53172 -1.04156
H 0.55356 -1.26430 -1.63888
H 0.19725 2.46641 -0.85553

Force components x, y, z for each atom (eV/Å):
Br 0.1 -0.1 -0.2
Br 0.4 0.3 0.2
P -0.6 -0.2 0.0
O -0.3 -0.2 0.1
C -2.3 1.9 -0.6
C -0.6 -1.7 -4.6
H 1.0 0.7 3.0
H 0.3 -0.3 0.5
H 1.1 -2.4 0.0
H -0.7 1.7 1.1
H 1.6 0.3 0.4


Record 5
Here is a structure of composition C2H5Br3Si from the OMol25 dataset. Energies are from the ωB97M-V functional and the def2-TZVPD basis.

Summary:
* HOMO level (alpha / beta): -6.80 / -10.51 eV
* <S²>: 2.0084
* 2S+1: 3
* charge: 0
* Kohn-Sham gap (alpha / beta): 6.72 / 8.35 eV

Geometry (Å):
Br -0.13207 -2.18828 1.48746
Br -2.93349 -1.14931 0.40868
Br -0.97296 0.70807 2.28617
Si 1.50484 0.70253 -0.54153
C -1.12939 -0.77061 1.04869
C -0.25531 0.19336 -0.84683
H 2.12356 -0.36949 0.12503
H 1.16647 2.02110 0.06116
H -0.31840 -0.64083 -1.49878
H 1.96995 0.63601 -1.87336
H -1.02321 0.85745 -0.65668

Force components x, y, z for each atom (eV/Å):
Br 1.0 -1.5 0.2
Br 1.0 0.3 0.4
Br -0.2 -0.5 -0.6
Si -2.9 0.7 0.0
C -2.9 0.5 2.2
C 3.4 0.5 -1.8
H 1.1 -0.7 1.2
H 1.1 0.0 0.1
H -0.9 -0.7 -0.5
H 1.1 0.5 -1.3
H -1.7 0.9 0.1


Record 6
Here is the molecule C2H5Br3Si2 from the OMol25 dataset. Energies are from the ωB97M-V functional and the def2-TZVPD basis.

Summary:
* HOMO level (alpha / beta): -9.79 / -7.40 eV
* charge: 0
* Kohn-Sham gap (alpha / beta): 9.01 / 5.94 eV

Geometry (Å):
Br 0.73579 -3.89714 2.16035
Br 1.87406 -1.73863 -1.04757
Br -0.11585 -1.35626 4.29889
Si -0.25351 -1.17065 -1.00951
Si -0.49656 -2.06591 2.23208
C -0.70367 -0.69742 0.85678
C -1.13725 -2.65101 -1.46764
H -1.87351 -2.48972 -2.33298
H -0.64045 -3.54259 -1.43303
H -0.23287 0.19654 1.12784
H -0.48868 0.08881 -1.70084
H -1.79454 -0.44973 1.07598

Force components x, y, z for each atom (eV/Å):
Br 0.4 -0.1 -0.5
Br 0.4 0.2 0.0
Br 0.1 0.5 0.0
Si -0.3 0.9 2.9
Si -1.1 0.3 -0.5
C -1.0 -1.9 0.0
C -2.4 2.4 -2.6
H 0.8 -0.7 1.5
H 0.9 -2.5 0.2
H 1.3 1.4 0.5
H 0.0 0.0 -0.6
H 1.0 -0.5 -0.8


Record 7
Here is the molecule C2H5BrN2O3 from the OMol25 dataset. Energies are from the ωB97M-V functional and the def2-TZVPD basis.

Summary:
* HOMO level: -10.28 eV
* SMILES: CN([C@H](O)Br)[N+](=O)[O-]
* charge: 0
* Kohn-Sham gap: 10.42 eV

Geometry (Å):
Br 0.35441 -1.39254 2.12381
O -1.75471 -0.15531 0.86136
O 0.64648 -1.66517 -1.63178
O 1.53620 0.23848 -2.09766
N 0.16499 0.06526 -0.38493
N 0.83706 -0.49263 -1.45595
C -0.64684 -0.78679 0.44594
C 0.45636 1.37066 0.05764
H -0.83570 -1.83762 -0.06019
H 0.28267 2.20462 -0.69615
H -0.25202 1.60958 0.93122
H 1.55363 1.42806 0.27621
H -2.34253 -0.58662 1.63048

Force components x, y, z for each atom (eV/Å):
Br 0.2 0.1 -0.2
O -2.9 0.3 2.0
O 0.1 -1.0 -0.6
O 0.5 0.7 -0.3
N -1.8 -1.1 0.4
N -0.6 0.0 1.0
C 0.4 -3.5 -0.8
C 0.5 2.8 0.5
H 0.5 2.5 0.8
H 0.0 -1.4 0.6
H 1.5 -0.5 -1.2
H -1.0 0.2 0.4
H 2.6 0.9 -2.7


Record 8
Here is a cluster of 2 separate species, C2H5BrSi in total from the OMol25 dataset. Energies are from the ωB97M-V functional and the def2-TZVPD basis.

Summary:
* HOMO level (alpha / beta): -7.97 / -7.98 eV
* charge: 0
* Kohn-Sham gap (alpha / beta): 7.52 / 7.52 eV

Geometry (Å):
Br -3.01397 -0.03744 -0.24998
Si -0.99177 -0.58086 0.22369
C 1.39589 0.85462 0.33317
C 0.28804 0.65482 -0.41048
H -0.60638 -1.46762 1.30556
H 2.16100 1.70162 -0.05627
H 1.79949 0.44069 1.26096
H -0.97477 -2.70983 -1.19817
H -0.05755 1.14400 -1.20848

Force components x, y, z for each atom (eV/Å):
Br -0.7 0.4 0.3
Si 1.5 -2.6 -2.7
C 1.7 3.0 -2.2
C 0.7 -3.1 5.3
H -0.2 0.4 0.7
H -1.8 -2.0 0.8
H -0.9 -0.5 -0.3
H 0.1 2.1 1.2
H -0.4 2.2 -3.2


Record 9
Here is the molecule C2H5BrSi from the OMol25 dataset. Energies are from the ωB97M-V functional and the def2-TZVPD basis.

Summary:
* HOMO level (alpha / beta): -5.03 / -10.52 eV
* <S²>: 2.0049
* 2S+1: 3
* charge: 0
* Kohn-Sham gap (alpha / beta): 5.80 / 8.84 eV

Geometry (Å):
Br -1.60680 -1.63140 -1.87651
Si -0.10122 -1.17582 -0.30723
C -0.35120 0.36790 0.76670
C 0.67411 0.91612 -0.25339
H 0.32541 1.61595 -0.99195
H 1.67860 1.05978 0.09347
H 0.68578 -2.33748 0.02742
H -1.32197 0.85241 0.75216
H 0.01729 0.33254 1.78933

Force components x, y, z for each atom (eV/Å):
Br -0.6 -0.1 0.3
Si -0.3 -1.3 -1.1
C 1.3 0.0 -1.6
C -0.8 3.0 2.4
H -0.1 -0.1 -0.4
H 0.5 -0.2 -0.1
H -0.2 -0.8 1.0
H -0.1 -0.2 -0.4
H 0.2 -0.4 -0.1


Record 10
Here is a cluster of 2 separate species, C2H5Cl2N2 in total from the OMol25 dataset. Energies are from the ωB97M-V functional and the def2-TZVPD basis.

Summary:
* HOMO level: -15.61 eV
* charge: +1
* Kohn-Sham gap: 11.27 eV

Geometry (Å):
Cl 2.14366 -0.01830 -1.76446
Cl -0.30212 2.69196 1.01005
N -0.17055 -0.85049 -0.89021
N -0.72384 -0.35027 1.28195
C 0.49924 -0.41659 -1.85162
C -0.36377 -1.17675 0.34266
H -0.35587 -2.24322 0.56691
H -0.70060 0.67021 1.13288
H -1.02066 -0.68833 2.18670
H 0.95847 2.72304 0.81550
H 0.03602 -0.34125 -2.83036

Force components x, y, z for each atom (eV/Å):
Cl 0.1 0.1 0.0
Cl -0.2 0.5 -0.1
N 0.0 0.5 -0.7
N 0.0 0.4 0.0
C -0.2 -0.5 0.2
C -0.3 -0.6 0.5
H 0.1 0.1 0.0
H -0.1 -0.5 0.1
H 0.1 -0.1 -0.1
H 0.3 0.0 0.0
H 0.1 0.2 0.0


Record 11
Here is a cluster of 2 separate species, C2H5ClFN3O in total from the OMol25 dataset. Energies are from the ωB97M-V functional and the def2-TZVPD basis.

Summary:
* HOMO level: -8.86 eV
* charge: 0
* Kohn-Sham gap: 6.63 eV

Geometry (Å):
Cl -1.58622 -1.10019 -1.05897
F -1.46026 1.36152 -0.32684
O 2.38565 1.31469 0.20089
N 1.06255 1.68451 -0.06979
N 1.31182 -0.60022 0.72647
N 0.69496 -1.81663 1.13732
C -1.01669 0.17753 0.07936
C 0.51323 0.21413 0.10887
H 0.15678 -2.29607 0.28004
H 2.00265 1.36041 2.11600
H 1.30541 -2.63339 1.42373
H 0.55246 2.41129 0.71885
H -1.45903 -0.13380 1.11088

Force components x, y, z for each atom (eV/Å):
Cl -0.1 0.2 -0.1
F -0.7 0.8 -0.1
O -1.8 4.5 3.4
N 0.1 -3.4 2.0
N -1.9 -1.2 -0.6
N -1.5 -2.3 -2.7
C 0.7 -2.1 1.3
C -0.4 2.3 2.3
H 1.1 1.7 2.4
H 1.6 -0.8 -2.7
H 0.1 2.2 -0.4
H 2.0 -2.6 -3.1
H 0.8 0.7 -1.7


Record 12
Here is a structure of composition C2H5ClIN from the OMol25 dataset. Energies are from the ωB97M-V functional and the def2-TZVPD basis.

Summary:
* HOMO level: -8.70 eV
* charge: 0
* Kohn-Sham gap: 8.79 eV

Geometry (Å):
I 3.21045 -0.45310 -0.01187
Cl 0.44775 2.00459 0.22664
N 1.26090 -0.81271 0.43016
C 0.00015 0.41641 -0.40137
C -1.32625 -0.08040 -0.11949
H -1.59841 0.06432 0.96792
H -1.97912 0.40751 -0.72032
H 0.98935 -0.39690 1.41416
H 0.27688 0.01428 -1.33756
H -1.28168 -1.16400 -0.44827

Force components x, y, z for each atom (eV/Å):
I -0.2 0.4 0.1
Cl -0.3 -0.6 -0.9
N -3.9 2.6 1.3
C 3.8 -2.0 2.1
C 1.0 -2.7 3.2
H 0.1 -0.4 -1.2
H -2.3 1.6 -1.8
H 1.4 -1.1 -2.0
H 0.9 1.2 -1.5
H -0.4 1.1 0.7